No. 1
Molecular formula: C3H3FP2
Method: DFT, the ωB97M-V functional and the def2-TZVPD basis

Properties
**Frontier orbital gap (alpha / beta)**: 6.69 / 6.76 eV
**E_HOMO (alpha / beta)**: -7.85 / -7.85 eV
**Total energy**: -898.39793 Eh

Each line ends with the natural charge from an NBO analysis.
Cartesian coordinates (Å):
C  -0.4271  -1.8142  -0.0013  -0.61
P  -1.7071  -0.7585  -0.0313  0.78
C  -1.1371  0.8839  0.0357  -1.13
P  0.5341  1.1595  -0.3431  0.82
C  1.3691  -0.1277  0.3715  -0.03
F  2.5112  -0.7382  0.0511  -0.33
H  -0.0003  -2.7612  0.0735  0.20
H  -1.9235  1.5977  -0.0870  0.26
H  0.7807  2.5587  -0.0690  0.04

Atoms 1-3, force components in eV/Å:
C 0.956 4.688 0.339
P 0.010 -0.667 0.243
C 0.668 -0.868 -0.951

***

No. 2
Molecular formula: C71H75F15Ge2MoN4O5P3S3Se
Method: DFT, the ωB97M-V functional and the def2-TZVPD basis

Properties
**Frontier orbital gap (alpha / beta)**: 5.80 / 6.04 eV
**E_HOMO (alpha / beta)**: -7.45 / -7.43 eV
**Total energy**: -13685.79280 Eh
**Spin multiplicity**: 2

Each line ends with the Löwdin spin population.
Cartesian coordinates (Å):
Mo  0.6106  0.4939  0.1912  0.90
C  -0.7547  4.2521  -2.6580  0.00
C  -0.5296  2.7448  -2.5132  0.00
C  -0.7937  1.9486  -3.7975  0.00
P  1.0567  2.1915  -1.7323  -0.01
C  1.5480  3.6488  -0.7144  0.00
N  2.6921  3.3638  0.1160  0.00
Ge  2.7605  1.5866  0.9819  0.01
N  2.8753  1.1768  2.8832  0.00
C  1.9042  0.3152  3.4899  0.00
P  0.2322  0.3785  2.7284  -0.01
C  -0.4109  -1.1267  3.6557  0.00
C  -1.9285  -1.2064  3.6714  0.00
C  0.1458  -1.3887  5.0595  0.00
C  -0.3904  1.9363  3.5630  0.00
C  -0.5418  1.8612  5.0835  0.00
C  0.4979  3.1422  3.2265  0.00
C  4.0205  1.4044  3.6037  0.00
C  4.2897  0.8696  4.8707  0.00
C  5.4764  1.1624  5.5243  0.00
C  6.4413  1.9501  4.9199  0.00
C  6.1987  2.4690  3.6549  0.00
C  4.9951  2.2271  3.0218  0.00
N  4.6294  2.7592  1.7259  0.00
C  4.2440  4.1451  1.7257  0.00
C  4.7720  5.1299  2.5365  0.00
C  4.3478  6.4459  2.3966  0.00
C  3.3916  6.7577  1.4459  0.00
C  2.8165  5.7630  0.6683  0.00
C  3.2233  4.4332  0.8067  0.00
C  5.6570  2.4413  0.7570  0.00
C  6.7896  3.2042  0.5602  0.00
C  7.8089  2.7331  -0.2595  0.00
C  7.6735  1.4988  -0.8709  0.00
C  6.5096  0.7567  -0.7225  0.00
C  5.4697  1.2269  0.0845  0.00
N  4.2634  0.5878  0.2639  0.00
C  4.0254  -0.5714  -0.5400  0.00
P  2.3696  -1.3411  -0.2493  0.03
C  2.3677  -2.3313  -1.8582  0.01
C  2.1513  -1.3113  -2.9953  0.00
C  3.5771  -3.2052  -2.2126  0.00
C  2.8435  -2.5047  1.1884  0.00
C  4.0127  -1.9667  2.0286  0.00
C  3.1779  -3.9561  0.8301  0.00
C  2.2841  2.2829  -3.1559  0.00
C  3.7165  2.1616  -2.6305  0.00
C  2.1987  3.5341  -4.0284  0.00
H  -1.7052  4.3981  -3.1756  0.00
H  0.0172  4.7753  -3.2185  0.00
H  -0.8472  4.7117  -1.6734  0.00
H  -1.2825  2.4248  -1.8049  0.00
H  -0.2540  2.3366  -4.6617  0.00
H  -1.8612  1.9844  -4.0208  0.00
H  -0.5198  0.8984  -3.6625  0.00
H  0.6682  3.9324  -0.1258  0.00
H  1.7816  4.4686  -1.3995  0.00
H  1.7689  0.5917  4.5388  0.00
H  2.2397  -0.7328  3.4639  0.00
H  -0.0580  -1.9295  3.0019  0.00
H  -2.3542  -0.4506  4.3315  0.00
H  -2.2521  -2.1916  4.0185  0.00
H  -2.3062  -1.0462  2.6713  0.00
H  0.0031  -0.5475  5.7333  0.00
H  1.2027  -1.6523  5.0516  0.00
H  -0.3995  -2.2369  5.4785  0.00
H  -1.3720  2.1206  3.1440  0.00
H  0.4067  1.6601  5.5849  0.00
H  -1.2844  1.1264  5.3895  0.00
H  -0.8867  2.8373  5.4287  0.00
H  1.4520  3.1007  3.7526  0.00
H  -0.0217  4.0526  3.5306  0.00
H  0.6842  3.2256  2.1580  0.00
H  3.5774  0.2185  5.3574  0.00
H  5.6519  0.7603  6.5140  0.00
H  7.3756  2.1578  5.4231  0.00
H  6.9668  3.0496  3.1635  0.00
H  5.5060  4.8817  3.2896  0.00
H  4.7611  7.2170  3.0322  0.00
H  3.0774  7.7850  1.3143  0.00
H  2.0394  6.0313  -0.0334  0.00
H  6.8813  4.1683  1.0441  0.00
H  8.7073  3.3188  -0.3985  0.00
H  8.4777  1.1084  -1.4814  0.00
H  6.4210  -0.1929  -1.2327  0.00
H  4.7720  -1.3398  -0.3170  0.00
H  4.0856  -0.3482  -1.6134  0.00
H  1.4870  -2.9720  -1.8045  0.00
H  3.1093  -0.9949  -3.4115  0.00
H  1.6182  -0.4288  -2.6369  0.00
H  1.5602  -1.7526  -3.7980  0.00
H  4.5262  -2.7326  -1.9593  0.00
H  3.5716  -3.3665  -3.2925  0.00
H  3.5376  -4.1833  -1.7422  0.00
H  1.9466  -2.4778  1.8171  0.00
H  4.9670  -2.2755  1.6007  0.00
H  3.9614  -2.3860  3.0355  0.00
H  4.0166  -0.8817  2.1070  0.00
H  4.1456  -4.0041  0.3333  0.00
H  2.4353  -4.4233  0.1946  0.00
H  3.2530  -4.5392  1.7517  0.00
H  2.0526  1.4096  -3.7738  0.00
H  4.0554  3.1137  -2.2213  0.00
H  4.4002  1.8805  -3.4341  0.00
H  3.7908  1.4271  -1.8348  0.00
H  2.4086  4.4308  -3.4446  0.00
H  1.2403  3.6502  -4.5247  0.00
H  2.9648  3.4650  -4.8035  0.00
C  -4.1592  -6.6441  -2.8848  0.00
C  -3.2146  -6.0430  -1.8842  0.00
C  -3.6700  -5.1606  -0.9092  0.00
C  -2.7779  -4.5006  -0.0828  0.00
C  -1.4235  -4.7420  -0.2123  0.00
C  -0.9491  -5.6741  -1.1225  0.00
C  -1.8499  -6.3214  -1.9524  0.00
S  -0.2514  -3.7158  0.6854  0.00
C  -0.5676  -4.4993  2.3010  0.00
O  -0.8032  -2.3305  0.7692  0.00
H  -5.1911  -6.3844  -2.6575  0.00
H  -4.0642  -7.7299  -2.9177  0.00
H  -3.9276  -6.2565  -3.8789  0.00
H  -4.7301  -4.9572  -0.8208  0.00
H  -3.1188  -3.7644  0.6347  0.00
H  0.1138  -5.8812  -1.1887  0.00
H  -1.4859  -7.0324  -2.6847  0.00
H  -1.6059  -4.3242  2.5762  0.00
H  0.1074  -4.0638  3.0363  0.00
H  -0.3702  -5.5641  2.1894  0.00
Se  -1.0805  -1.9369  -2.2076  0.02
C  -1.4608  -1.8813  -4.1055  0.00
C  -2.3115  -0.9585  -4.6920  0.00
C  -2.5559  -1.0322  -6.0554  0.00
C  -1.9449  -2.0124  -6.8240  0.00
C  -1.0813  -2.9255  -6.2337  0.00
C  -0.8413  -2.8635  -4.8700  0.00
H  -2.7873  -0.2018  -4.0787  0.00
H  -3.2337  -0.3272  -6.5195  0.00
H  -2.1532  -2.0736  -7.8840  0.00
H  -0.6051  -3.6903  -6.8338  0.00
H  -0.1890  -3.5810  -4.3817  0.00
O  -2.4668  3.2449  1.5824  0.00
S  -2.0872  2.1418  0.7520  0.00
O  -2.7573  2.1822  -0.5475  0.01
O  -0.5905  2.1622  0.4803  0.04
O  -2.3800  0.8141  1.3608  0.00
F  -4.4624  0.6107  2.8477  0.00
C  -4.9399  -0.6103  2.6388  0.00
C  -4.8047  -1.2426  1.4080  0.00
C  -5.2586  -2.5508  1.3463  0.00
F  -5.1169  -3.2759  0.2228  0.00
C  -5.8505  -3.1957  2.4187  0.00
F  -6.2632  -4.4609  2.3033  0.00
C  -6.0083  -2.5227  3.6153  0.00
F  -6.5749  -3.1253  4.6536  0.00
C  -5.5479  -1.2232  3.7219  0.00
F  -5.6659  -0.5745  4.8813  0.00
Ge  -4.1360  -0.2505  -0.2569  0.00
S  -1.9211  -0.1743  -1.3298  0.00
C  -5.3699  1.3616  -0.4507  0.00
C  -5.2853  1.9525  -1.7035  0.00
F  -4.5619  1.3340  -2.6555  0.00
C  -5.9122  3.1342  -2.0311  0.00
F  -5.8023  3.6580  -3.2559  0.00
C  -6.6818  3.7747  -1.0742  0.00
F  -7.2873  4.9241  -1.3562  0.00
C  -6.8602  3.1770  0.1566  0.00
F  -7.6644  3.7442  1.0565  0.00
C  -6.2262  1.9758  0.4443  0.00
F  -6.5692  1.4027  1.5988  0.00
C  -5.4176  -1.3109  -1.5834  0.00
C  -5.0223  -2.1259  -2.6206  0.00
F  -3.7338  -2.4635  -2.7180  0.00
C  -5.8930  -2.6694  -3.5480  0.00
F  -5.4430  -3.4529  -4.5349  0.00
C  -7.2457  -2.4052  -3.4361  0.00
F  -8.1077  -2.8952  -4.3232  0.00
C  -7.6977  -1.6505  -2.3690  0.00
F  -9.0052  -1.4309  -2.2198  0.00
C  -6.7863  -1.1339  -1.4622  0.00
F  -7.2955  -0.4830  -0.4032  0.00

Atoms 1-3, force components in eV/Å:
Mo -1.204 -1.370 -0.684
C 0.048 -0.114 0.078
C 0.066 -0.216 -0.079

***

No. 3
Molecular formula: C6H15NS2
Method: DFT, the ωB97M-V functional and the def2-TZVPD basis

Properties
**Frontier orbital gap**: 8.74 eV
**E_HOMO**: -8.14 eV
**Total energy**: -1088.63231 Eh

Each line ends with the natural charge from an NBO analysis.
Cartesian coordinates (Å):
C  -0.8311  -0.1981  2.0972  -0.66
C  -0.8851  -0.4805  0.6137  -0.03
N  -2.0029  0.1134  -0.2316  -0.77
S  -3.3021  -0.9229  -0.5828  0.19
S  -2.3085  1.7870  0.1044  0.17
C  0.4314  -0.1685  -0.1371  -0.08
C  0.0750  -0.1418  -1.6214  -0.60
C  1.0170  1.2144  0.2599  -0.62
C  1.3943  -1.2653  0.1815  -0.61
H  -1.8248  -0.1595  2.5295  0.22
H  -0.4486  0.6989  2.4044  0.22
H  -0.2106  -0.8600  2.5977  0.23
H  -1.0587  -1.6027  0.4727  0.22
H  -2.6668  -1.0877  -1.7857  0.11
H  -2.9383  2.0177  -0.9913  0.11
H  -0.4023  -1.1463  -1.8192  0.18
H  -0.7055  0.6146  -1.6952  0.23
H  0.7562  -0.0257  -2.4553  0.22
H  1.3167  1.9076  -0.4848  0.22
H  1.8406  1.0551  0.9308  0.20
H  0.1141  1.7014  0.7438  0.21
H  2.0962  -0.9487  0.9998  0.20
H  2.1243  -1.4962  -0.5233  0.22
H  0.9183  -2.1954  0.3802  0.21

Atoms 1-3, force components in eV/Å:
C -2.324 -0.269 -0.961
C -0.399 -1.040 -1.569
N 0.015 0.281 2.798

***

No. 4
Molecular formula: C6H12N2O
Method: DFT, the ωB97M-V functional and the def2-TZVPD basis

Properties
**Frontier orbital gap**: 9.79 eV
**E_HOMO**: -8.89 eV
**Total energy**: -420.54559 Eh

Each line ends with the natural charge from an NBO analysis.
Cartesian coordinates (Å):
C  -1.3600  1.7916  -0.7034  -0.63
C  -0.4664  1.7887  0.5120  0.10
C  -0.1096  2.8167  1.2951  -0.12
N  0.6576  2.2699  2.3349  -0.54
C  0.7914  0.9290  2.0255  0.20
N  0.0536  0.6053  1.0186  -0.49
H  -1.0207  1.1933  -1.5396  0.22
H  -1.4163  2.8276  -1.0510  0.21
H  -2.3699  1.6100  -0.3341  0.23
H  -0.1070  3.8835  1.1510  0.21
H  1.2144  2.8431  2.9456  0.41
H  1.2779  0.2512  2.7086  0.20
C  0.0803  -2.5161  -2.0467  -0.64
C  0.6169  -2.9481  -0.6728  -0.07
O  0.3820  -2.0451  0.4263  -0.74
H  -0.2745  -1.4838  -1.9358  0.20
H  -0.7434  -3.1564  -2.3362  0.22
H  0.8899  -2.4042  -2.7647  0.21
H  0.0747  -3.8406  -0.3660  0.16
H  1.6798  -3.2156  -0.7021  0.16
H  0.1492  -1.1998  0.0346  0.49

Atoms 1-3, force components in eV/Å:
C 0.059 1.441 1.015
C -0.359 -1.103 -0.888
C 1.194 0.499 1.029

***

No. 5
Molecular formula: C5H6O2S
Method: DFT, the ωB97M-V functional and the def2-TZVPD basis

Properties
**Frontier orbital gap (alpha / beta)**: 7.68 / 6.96 eV
**E_HOMO (alpha / beta)**: -7.84 / -7.71 eV
**Total energy**: -742.65413 Eh

Each line ends with the natural charge from an NBO analysis.
Cartesian coordinates (Å):
O  -2.6502  -1.4975  1.5234  -0.54
C  -1.6210  -0.8572  1.5223  0.28
C  -0.8906  -0.5811  0.4244  -0.34
C  0.6012  0.2594  0.5594  0.46
O  1.1970  0.7010  1.7067  -0.67
C  1.1128  0.5216  -0.7356  -0.56
C  0.2393  -0.0709  -1.8251  -0.47
S  -1.5126  -0.5708  -1.2027  0.30
H  -1.2362  -0.5004  2.5448  0.10
H  0.5825  1.1459  2.2783  0.50
H  1.4105  1.5505  -0.7549  0.25
H  2.0249  -0.0153  -1.0101  0.25
H  -0.0579  0.7015  -2.6153  0.23
H  0.8004  -0.7867  -2.4155  0.22

Atoms 1-3, force components in eV/Å:
O -1.087 -0.388 -0.158
C -0.952 -0.476 4.111
C 7.253 4.467 -1.779

***

No. 6
Molecular formula: C13H23F2GeN3SV
Method: DFT, the ωB97M-V functional and the def2-TZVPD basis

Properties
**Frontier orbital gap (alpha / beta)**: 7.63 / 7.80 eV
**Charge**: +1
**E_HOMO (alpha / beta)**: -11.28 / -11.49 eV
**Total energy**: -4292.00812 Eh
**Spin multiplicity**: 3

Each line ends with the Löwdin spin population.
Cartesian coordinates (Å):
V  0.8278  -0.3307  -0.6327  1.93
C  -4.1921  -1.9404  1.5856  0.00
C  -3.3948  -0.6766  1.6029  0.00
C  -3.9038  0.5889  1.6297  0.00
C  -3.0078  1.6596  1.6021  0.00
N  -1.6788  1.4925  1.5651  0.00
C  -1.1949  0.2602  1.5858  0.01
S  0.5052  -0.1346  1.6678  0.01
N  -2.0502  -0.7868  1.5869  0.00
C  -3.4988  3.0698  1.6458  0.00
H  -5.2556  -1.7209  1.5429  0.00
H  -3.9913  -2.5279  2.4845  0.00
H  -3.9188  -2.5486  0.7195  0.00
H  -4.9730  0.7480  1.6612  0.00
H  -1.6240  -1.7065  1.5419  0.00
H  -4.5420  3.1520  1.3470  0.00
H  -2.8719  3.7039  1.0211  0.00
H  -3.4046  3.4370  2.6716  0.00
F  -0.9754  -2.4525  -0.8576  0.00
C  -0.5889  -1.3429  -1.6510  -0.02
F  0.2885  -1.8478  -2.6240  0.00
H  -1.4899  -1.0363  -2.1671  0.00
C  -1.0589  3.4696  -2.1378  0.02
C  -0.4543  2.2397  -1.6215  0.09
N  0.0181  1.2794  -1.2215  0.01
H  -2.1269  3.3285  -2.2904  0.00
H  -0.5954  3.7334  -3.0866  0.00
H  -0.8961  4.2794  -1.4289  0.00
C  2.5575  -2.5856  -0.4888  0.00
Ge  3.7148  -0.9791  -0.5180  0.00
C  5.3601  -1.2911  -1.4705  0.00
C  4.0558  -0.4444  1.3212  0.00
C  2.5582  0.3051  -1.4561  -0.07
H  3.0508  -3.4197  0.0105  0.00
H  2.2927  -2.8987  -1.4967  0.00
H  1.6271  -2.4437  0.0858  0.00
H  5.9630  -2.0501  -0.9667  0.00
H  5.9288  -0.3611  -1.5143  0.00
H  5.1468  -1.6230  -2.4878  0.00
H  4.9770  -0.9136  1.6737  0.00
H  3.2507  -0.7616  1.9850  0.00
H  4.1689  0.6383  1.4009  0.00
H  2.5746  0.0882  -2.5302  0.00
H  2.8215  1.3505  -1.2900  0.00

Atoms 1-3, force components in eV/Å:
V 1.607 -1.331 0.121
C 0.076 0.059 -0.001
C -0.034 -0.342 -0.027

***

No. 7
Molecular formula: C6H8O2
Method: DFT, the ωB97M-V functional and the def2-TZVPD basis

Properties
**Frontier orbital gap**: 10.51 eV
**E_HOMO**: -9.51 eV
**Total energy**: -383.61204 Eh

Each line ends with the natural charge from an NBO analysis.
Cartesian coordinates (Å):
C  -2.4307  0.0137  -0.0286  -0.39
C  -1.0658  -0.5891  -0.3886  0.02
O  -0.0865  -1.5334  -0.0207  -0.50
C  0.9842  -0.6872  0.2640  0.04
C  2.4361  -0.1591  -0.0202  -0.39
C  1.0791  0.7103  -0.2817  0.04
O  -0.0250  1.6528  0.0676  -0.50
C  -0.9875  0.5460  0.4050  0.06
H  -3.0944  0.4116  -0.7393  0.22
H  -3.1046  -0.3755  0.7095  0.22
H  -1.0182  -0.4605  -1.4556  0.19
H  0.9757  -0.6679  1.3655  0.17
H  2.9885  0.1219  -0.9808  0.24
H  3.0969  -0.0115  0.9512  0.23
H  1.1831  0.7756  -1.2844  0.16
H  -0.9310  0.2524  1.4370  0.19

Atoms 1-3, force components in eV/Å:
C 1.309 -0.326 1.940
C -0.190 -0.712 -2.691
O -0.159 -2.379 -1.114

***

No. 8
Molecular formula: C3H2AuFO2
Method: DFT, the ωB97M-V functional and the def2-TZVPD basis

Properties
**Frontier orbital gap (alpha / beta)**: 7.17 / 7.97 eV
**Charge**: +1
**E_HOMO (alpha / beta)**: -12.45 / -16.36 eV
**Total energy**: -500.85440 Eh
**Spin multiplicity**: 4

Each line ends with the Löwdin spin population.
Cartesian coordinates (Å):
H  1.3871  1.2036  1.6764  0.21
C  0.0351  -1.0067  -0.1424  0.16
C  -0.5823  0.1864  -0.3338  0.41
O  -1.1412  0.4872  -1.5799  0.25
C  -0.9151  1.5365  -2.2414  0.75
O  0.7399  -1.2879  0.9066  0.42
H  0.0994  -1.6549  -1.0270  0.01
F  -1.1202  0.8892  0.6606  0.11
Au  1.4973  -0.3534  2.0809  0.66

Atoms 1-3, force components in eV/Å:
H 0.240 0.027 0.480
C 2.494 -1.564 0.248
C -3.177 2.725 0.572